(1)
# C6H7N

C6H7N in the gas phase (ωB97M-V/def2-TZVPD, the OMol25 dataset).

Cartesian coordinates (Å):
1 C 0.9256 1.1833 -0.0313
2 N -0.3307 -0.9248 0.6048
3 H 2.8753 0.8464 0.3038
4 C -1.4579 0.5483 -0.1465
5 C -0.8968 -0.7121 -0.7687
6 C -0.2042 0.5984 0.7230
7 H 2.4068 0.1394 -1.1952
8 C -1.7818 -0.8430 0.3302
9 H -2.5839 -1.5207 0.5647
10 H -0.6653 -1.1607 -1.7180
11 H 2.0070 -0.7355 0.3220
12 H -0.2639 1.0187 1.7420
13 C 2.0724 0.2508 -0.1549
14 H -2.1026 1.3115 -0.5758

Results
**Charge**: 0
**Highest occupied orbital energy**: -8.23 eV
**Electronic energy**: -7817.7356 eV

---

(2)
# C3H8NO2P

C3H8NO2P in the gas phase (ωB97M-V/def2-TZVPD, the OMol25 dataset).

Cartesian coordinates (Å):
1 H -2.5881 0.0789 1.6121
2 P 2.3367 -0.3492 0.0215
3 H -3.4584 0.4339 -0.7438
4 C 0.4587 -0.5265 -0.2934
5 H 0.2932 -1.5218 -0.8876
6 H 0.3731 0.1491 -1.1643
7 C -0.5108 -0.2415 0.9439
8 O 2.5617 0.8958 1.0189
9 O 3.1227 -0.1190 -1.2098
10 H -0.5382 -1.0856 1.6956
11 H 2.7339 -1.4656 0.7146
12 C -2.0284 0.0111 0.5957
13 N -2.5187 0.2219 -0.5656
14 H -0.2091 0.6772 1.4729
15 H 3.5282 1.2694 0.9002

Results
**Charge**: 0
**Highest occupied orbital energy**: -9.79 eV
**Electronic energy**: -18114.6373 eV
**Structure (SMILES)**: [H]/N=C/CC[P@@H](=O)O

---

no.,LUMO level (eV)
1,0.1
2,0.7